H13O7 | the ωB97M-V functional and the def2-TZVPD basis

The HOMO-LUMO gap is 10.22 eV. The value obtained for the energy above the lowest of the compared OMol25 structures with the same formula, charge and spin is 320.05 kJ/mol. For the total energy, the calculation gives -14543.004 eV. As for the total charge: -1. As for the multiplicity: 1.

Last column: natural (NBO) charge in e.
CARTESIAN COORDINATES (ANGSTROEM)
O -0.189832 0.289326 0.064718  -1.245
H 0.111607 1.239245 -0.257397  0.455
O 2.037336 0.884088 -1.929640  -1.014
H 1.152296 0.697388 -1.494352  0.511
H 2.916124 0.533645 -1.606710  0.488
O -1.512978 2.051495 1.531431  -0.938
H -1.691160 1.454944 2.379412  0.459
H -0.899764 1.624425 1.103246  0.465
O -0.941253 -0.674984 -2.374838  -1.027
H -1.857236 -1.189937 -2.124804  0.429
H -0.716964 -0.262162 -1.311499  0.502
O -2.180196 -1.224775 0.797512  -0.957
H -1.409290 -0.759518 0.463640  0.490
H -2.172745 -1.616535 -0.035620  0.440
O 0.870533 -2.203651 0.094702  -0.980
H 0.548822 -1.299662 0.023566  0.503
H 1.689882 -2.328489 -0.236906  0.452
O 1.856851 0.923408 1.566911  -0.971
H 1.236093 1.256973 2.314667  0.447
H 1.151876 0.604776 1.031959  0.488

Forces on the atoms, in the same order (eV/Å):
O 1.36 3.08 -2.07
H -1.18 -2.85 0.77
O 0.39 0.31 -0.45
H 2.43 -0.74 -0.06
H -2.59 0.23 0.33
O -6.17 2.58 7.30
H 0.53 1.90 -3.02
H 5.04 -4.26 -3.84
O -3.06 -0.77 4.26
H 3.39 1.92 -1.22
H -0.30 -0.92 -3.03
O -0.18 0.37 1.27
H 1.01 1.93 1.52
H -1.49 -2.50 -2.28
O -4.08 -0.84 2.04
H 0.51 0.62 -0.24
H 3.87 -0.02 -1.76
O -0.34 1.84 3.61
H 2.02 -0.61 -1.50
H -1.14 -1.27 -1.64